8
Properties=species:S:1:pos:R:3:forces:R:3 method="wB97M-V/def2-TZVPD" e_tot_ev=-41615.9349 homo_lumo_gap_ev="5.2 / 4.9" largest_force_ha_per_bohr=0.0741 spin_multiplicity=5 relative_energy_kcal_mol=62.14
H 1.674508 -0.382942 0.884407 1.4 0.1 -1.3
O -0.513951 -0.811421 -0.554128 3.2 -1.9 0.8
O -0.273151 1.249885 -0.742623 1.7 0.5 -0.6
C -0.925762 -0.219928 0.676090 -3.2 0.8 -1.0
C -1.134878 1.114812 0.384862 0.7 -0.3 1.5
C 0.237058 0.082899 -1.133430 -1.3 0.6 -0.7
H -1.589073 -0.867859 1.246497 0.4 0.2 -0.1
Fe 2.525248 -0.165449 -0.761677 -3.0 0.1 1.5